# 1
This record from the Open Molecules 2025 dataset describes a structure of composition C53H143AgN6O17 at a distorted geometry. The level of theory is ωB97M-V with the def2-TZVPD basis set.

Output
LUMO (alpha / beta) ... -4.82 / -10.63 eV
Kohn-Sham gap (alpha / beta) ... 7.60 / 1.78 eV
Expectation value of S² ... 2.0104
F_max ... 6.1 eV Å⁻¹
Total charge ... +2
Multiplicity ... 3

XYZ file:
```
220
Properties=species:S:1:pos:R:3:forces:R:3
Ag 5.4914 1.2229 -0.4371 -0.153 0.266 -0.156
C 1.5538 1.1856 -2.6815 0.251 0.275 1.072
C 0.9465 0.8486 -1.2809 -2.269 -1.207 -2.315
C -0.0316 -0.3685 -1.6057 0.602 0.776 0.574
C -0.6662 -1.0439 -0.3826 0.682 0.847 -0.968
C 0.4314 -1.4574 0.5864 -0.633 0.515 0.326
C 1.5096 -0.3670 0.9175 0.051 -1.369 0.698
N 1.9492 0.3095 -0.3946 3.727 3.283 3.612
O 3.0738 1.2032 -0.1213 -3.969 -3.108 -1.185
C 2.6382 -1.2279 1.5330 0.820 0.848 -0.902
C 1.0166 0.5714 2.0732 -0.284 -0.429 -1.415
C 0.0919 2.0103 -0.7425 1.407 0.426 0.532
H 1.9296 0.2992 -3.1926 0.160 -0.054 0.141
H 2.3721 1.8885 -2.5252 -0.016 0.099 -0.323
H 0.8055 1.6069 -3.3529 -0.063 0.154 0.273
H 0.6208 -1.0567 -2.1432 -0.665 -0.292 -0.238
H -0.7924 0.0797 -2.2448 0.027 -0.326 -0.243
H -1.3043 -1.8598 -0.7220 0.134 -0.286 0.116
H -1.3512 -0.3217 0.0617 0.008 0.009 0.347
H 0.9759 -2.3596 0.3076 -0.213 -0.083 -0.499
H -0.0856 -1.7361 1.5046 0.330 0.074 0.425
H 3.4212 -0.6078 1.9694 -0.142 -0.155 0.101
H 3.1368 -1.7954 0.7472 0.072 -0.213 0.106
H 2.2560 -1.9467 2.2578 -0.137 0.253 0.042
H 0.9346 -0.0175 2.9868 -0.133 -0.248 -0.123
H 0.0191 0.8775 1.7580 0.081 0.572 0.683
H 1.6850 1.3993 2.3098 -0.107 0.213 -0.477
H 0.8063 2.7474 -0.3758 -0.155 0.136 0.293
H -0.5407 1.7149 0.0945 -0.110 0.126 -0.271
H -0.4636 2.5587 -1.5032 -0.167 -0.563 -0.200
C -2.6033 1.6542 3.5609 0.787 -0.118 -0.412
C -2.6107 2.7355 2.4517 -0.697 0.599 1.954
C -3.9449 3.4539 2.3889 -0.571 -0.666 -0.587
O -1.6538 3.6942 2.8111 1.198 -0.079 0.192
H -2.6838 1.9738 4.5999 -0.462 0.737 -0.225
H -1.5994 1.2296 3.5581 0.104 -0.420 -0.200
H -3.3362 0.8615 3.4105 -0.012 0.017 -0.221
H -2.3307 2.2801 1.5018 -0.182 -0.209 -0.257
H -4.6371 2.6202 2.2705 -0.830 0.498 0.044
H -4.0535 4.1757 1.5794 0.257 -0.444 -0.421
H -4.1665 4.0800 3.2532 0.187 -0.621 0.503
H -1.7352 4.3693 2.1335 0.164 0.605 -0.256
C 2.5110 3.9928 -7.3922 0.218 -1.468 -0.430
C 1.9669 2.5696 -7.6582 -0.788 -0.005 1.092
C 0.8435 2.1439 -6.6852 1.087 0.159 0.414
O 1.5155 2.4540 -8.9630 -0.170 -0.170 -1.301
H 3.1953 4.1796 -8.2198 0.021 0.287 0.075
H 3.0960 3.9698 -6.4727 -0.227 0.461 0.169
H 1.7021 4.7230 -7.4193 0.110 0.062 0.286
H 2.7416 1.8116 -7.5430 0.369 0.201 -0.156
H 0.1308 2.9558 -6.5398 -0.226 -0.142 0.021
H 1.3506 1.9253 -5.7454 -0.164 0.285 0.451
H 0.3710 1.1958 -6.9418 -0.129 0.200 -0.473
H 0.6602 2.8838 -9.0366 -0.105 0.105 -0.111
C -0.8351 -4.0336 5.4836 -0.563 -0.381 -0.972
C -0.5347 -4.8204 4.1702 1.199 0.381 1.045
C 0.7979 -4.3152 3.5530 -1.330 0.306 0.097
O -0.3136 -6.1275 4.5917 0.597 -2.033 0.070
H -0.1089 -4.3470 6.2335 0.131 0.115 -0.152
H -1.8073 -4.3906 5.8233 -0.092 0.263 0.220
H -0.8471 -2.9476 5.3911 -0.065 -0.004 -0.069
H -1.3669 -4.9487 3.4781 -0.163 1.276 -0.380
H 1.6541 -4.6062 4.1617 -0.212 0.063 0.212
H 0.6541 -3.2350 3.5768 0.615 0.205 -0.289
H 0.9983 -4.6444 2.5335 -0.169 -0.104 -0.091
H -1.1494 -6.5948 4.6606 -0.002 -0.050 0.224
C 2.2638 -1.4344 5.8971 0.623 -0.546 -0.779
C 1.7469 -0.0440 6.1805 -0.035 -1.321 2.029
C 0.9546 -0.0810 7.4655 -1.786 0.927 0.396
O 2.7561 0.8873 6.5148 1.437 -0.401 -1.458
H 2.8487 -1.4729 4.9781 0.175 0.024 -0.116
H 1.4397 -2.1343 5.7593 -0.307 0.225 -0.042
H 2.8684 -1.9060 6.6717 0.102 0.524 0.278
H 1.1325 0.2640 5.3345 -0.143 0.379 -0.134
H 1.5007 -0.3198 8.3782 0.467 -0.286 -0.442
H 0.0215 -0.6443 7.4792 0.041 -0.340 -0.311
H 0.6450 0.9553 7.6007 -0.266 0.103 0.328
H 2.2997 1.7222 6.6425 -0.362 0.469 0.319
C -0.1704 -7.9268 0.1843 -0.700 1.218 0.375
C -1.2374 -6.7950 -0.0620 1.199 -3.251 0.209
C -0.5473 -5.4727 -0.4289 0.872 1.656 -0.560
O -2.1016 -7.2793 -1.0505 2.041 0.044 0.676
H -0.6195 -8.8505 0.5493 -0.314 -0.118 -0.780
H 0.4316 -7.6608 1.0532 0.327 0.523 -0.258
H 0.4283 -7.9909 -0.7243 0.068 -0.485 0.259
H -1.7793 -6.5779 0.8585 -0.809 0.370 0.086
H -1.2570 -4.6923 -0.7036 -0.051 -0.108 0.072
H 0.2292 -5.5578 -1.1890 -0.413 -0.609 -0.612
H 0.0552 -5.1446 0.4181 -0.551 -0.186 0.550
H -2.9134 -6.7708 -1.1141 -2.262 1.143 -0.143
C 2.7750 3.5986 4.8584 1.291 -0.303 -0.256
C 2.5698 4.0065 6.3231 -1.039 2.296 -1.603
C 2.2141 5.4944 6.5177 1.174 0.509 -0.088
O 1.4549 3.3073 6.7902 -0.378 -1.641 1.522
H 2.5491 4.3190 4.0722 -0.150 0.190 0.286
H 2.2818 2.6558 4.6216 -0.446 0.177 0.174
H 3.8262 3.3240 4.7713 0.225 0.296 -0.443
H 3.4938 3.7872 6.8582 -0.499 -0.411 0.542
H 2.0620 5.7397 7.5687 -0.291 -0.308 0.027
H 1.3689 5.8363 5.9203 -0.299 -0.417 0.024
H 3.0139 6.1742 6.2238 0.321 -0.174 -0.200
H 0.6303 3.7052 6.5016 0.100 0.226 -0.157
C 6.4757 -6.3888 -0.1431 0.533 -1.079 0.659
C 6.1314 -5.7252 1.2011 -0.721 1.173 -1.221
C 5.6334 -4.2898 0.9152 0.167 -0.098 0.629
O 5.0835 -6.4504 1.8023 -0.526 -1.019 -0.289
H 5.6387 -6.7352 -0.7494 -0.449 0.614 0.170
H 6.9849 -7.3298 0.0652 0.261 -0.033 0.056
H 7.1566 -5.7984 -0.7562 -0.112 0.169 0.145
H 6.9985 -5.7161 1.8615 0.185 0.081 -0.105
H 4.6601 -4.3280 0.4260 0.022 -0.152 -0.258
H 6.3288 -3.7024 0.3157 0.059 -0.079 -0.019
H 5.4702 -3.7582 1.8527 0.063 0.143 0.159
H 4.7408 -6.0834 2.6205 0.444 0.340 0.053
C -3.9071 1.4406 -0.5661 -0.440 0.421 -0.891
C -4.7381 0.7025 -1.7091 1.408 1.935 1.486
C -5.9256 -0.0188 -1.0094 0.268 0.859 -1.977
O -5.0909 1.7134 -2.7344 -0.797 -1.555 1.405
H -4.5329 2.1834 -0.0714 -0.477 -0.432 0.262
H -3.1232 2.1184 -0.9040 0.388 -0.307 -0.743
H -3.4311 0.8006 0.1767 -0.343 -0.351 0.015
H -4.0709 -0.0108 -2.1929 -0.141 -0.352 -0.032
H -6.6054 -0.2312 -1.8345 -0.331 -0.443 0.210
H -6.4689 0.6027 -0.2975 0.293 0.043 0.030
H -5.5741 -0.9446 -0.5540 -0.041 0.079 0.056
H -4.2846 2.0730 -3.1115 0.299 0.097 0.166
O 4.0938 0.6796 4.0014 0.508 -0.295 -1.117
H 3.9606 1.0371 4.8792 -0.188 0.099 0.900
H 3.2139 0.6239 3.6288 -0.302 0.021 0.094
O 5.6602 0.4605 1.6657 0.371 -0.166 -0.202
H 5.1218 0.6897 2.4232 -0.470 0.435 0.915
H 6.3187 -0.1412 2.0126 0.296 -0.169 -0.031
O 5.4002 -1.0096 -0.9228 0.455 0.013 0.087
H 5.8213 -1.6393 -1.5079 0.148 -0.097 -0.325
H 4.5630 -1.4148 -0.6966 -0.428 -0.208 -0.154
C 0.7653 5.3028 1.3080 -0.452 0.107 -0.329
C 1.6235 5.4643 0.0399 -0.818 1.061 1.810
C 2.0998 6.9882 -0.1490 -1.541 -1.091 -2.352
O 1.0796 7.6553 -0.9921 0.805 -0.824 0.986
C 1.4529 8.9837 -1.2733 -0.974 0.767 0.467
N 2.6989 4.5645 0.2998 2.110 -0.692 -0.379
H 1.3804 5.2638 2.2070 0.077 0.767 -0.004
H 0.2951 4.3200 1.3406 -0.124 -0.167 -0.369
H -0.0551 6.0205 1.3152 0.266 0.082 0.422
H 1.0418 4.9657 -0.7354 -0.337 1.426 -0.944
H 2.9891 7.0728 -0.7735 0.474 -0.482 0.234
H 2.2934 7.5346 0.7741 -0.361 -0.215 0.257
H 0.6443 9.4862 -1.8044 -0.118 -0.428 -0.376
H 2.3623 9.1277 -1.8567 0.253 -0.360 0.127
H 1.4672 9.5535 -0.3442 0.634 0.113 0.236
H 2.3009 3.6362 0.3003 -0.002 -0.298 0.545
H 3.2843 4.5061 -0.5211 0.525 0.249 -0.263
C -4.5570 5.4282 -1.0441 0.372 0.500 0.358
C -3.2498 6.1581 -1.4307 -2.040 -1.277 -0.862
C -2.0844 5.6328 -0.6367 0.784 1.076 -1.080
O -2.2842 5.6651 0.7337 0.145 0.283 1.206
C -2.5178 6.9551 1.3489 -0.575 -0.893 -0.160
N -3.0524 5.8871 -2.8988 0.702 0.358 1.432
H -4.7778 5.5303 0.0184 0.042 0.081 0.091
H -4.4533 4.3630 -1.2508 -0.130 0.029 -0.228
H -5.4082 5.8575 -1.5725 0.043 -0.214 -0.196
H -3.3771 7.2208 -1.2248 0.139 0.177 -0.019
H -1.2502 6.2769 -0.9151 0.546 0.224 0.129
H -1.7574 4.6392 -0.9432 -0.488 -0.382 0.149
H -3.5380 7.2509 1.1043 -0.050 0.199 0.238
H -1.8533 7.7734 1.0718 0.404 -0.319 -0.369
H -2.4197 6.7578 2.4164 -0.115 0.185 -0.036
H -3.5123 6.6144 -3.4275 -0.306 0.027 -0.127
H -2.0703 6.0815 -3.0321 0.421 -0.045 -0.545
C 2.0903 -2.8931 -4.1045 0.255 -0.018 -0.729
C 2.1427 -3.2451 -2.6175 -0.499 0.075 -0.885
C 2.8226 -4.5531 -2.3155 0.666 0.212 -0.654
O 2.0151 -5.5638 -2.8365 -0.976 0.132 0.334
C 2.4911 -6.8133 -2.4884 0.875 -1.464 -0.494
N 2.7676 -2.1898 -1.8783 0.944 0.893 1.077
H 1.5929 -3.6261 -4.7396 -0.304 -0.201 0.448
H 3.0546 -2.7945 -4.6030 0.463 -0.014 0.515
H 1.6036 -1.9376 -4.3002 -0.227 0.041 0.307
H 1.1156 -3.4334 -2.3048 -0.567 0.244 0.149
H 2.9983 -4.6745 -1.2467 -0.202 -0.045 0.399
H 3.8033 -4.6198 -2.7866 0.342 0.211 -0.098
H 3.3964 -7.0699 -3.0385 0.327 0.173 -0.227
H 1.7963 -7.5972 -2.7900 -0.344 0.209 0.230
H 2.7894 -6.9084 -1.4443 -0.372 0.096 0.397
H 2.5087 -2.1617 -0.9025 -0.104 -0.749 0.101
H 2.5290 -1.2376 -2.1160 0.046 -0.156 -0.928
C -5.8324 -5.8347 0.8467 -0.684 -0.900 0.842
C -5.3735 -4.9476 -0.2304 0.423 1.894 -0.121
C -4.2456 -4.0074 0.2132 0.129 0.337 -0.520
O -4.5453 -3.1808 1.3178 -0.020 -1.903 0.119
C -3.4954 -2.3374 1.7447 -0.888 0.737 0.099
N -4.9517 -5.7876 -1.3520 0.767 0.113 -0.144
H -5.2287 -6.7421 0.8638 0.352 0.000 0.151
H -6.8292 -6.2018 0.6027 -0.216 0.124 0.393
H -5.7933 -5.3654 1.8297 -0.301 -0.032 -0.098
H -6.1363 -4.2627 -0.6007 -0.550 -0.089 0.321
H -4.0290 -3.3334 -0.6156 0.350 -0.009 -0.507
H -3.3782 -4.6470 0.3765 0.560 -0.054 0.409
H -2.4608 -2.6806 1.7468 0.000 -0.753 -0.479
H -3.7190 -2.1160 2.7882 -0.057 0.367 -0.124
H -3.5976 -1.4610 1.1046 0.535 0.497 0.274
H -5.7730 -6.3477 -1.5305 0.052 -0.665 -0.203
H -4.8957 -5.2106 -2.1791 0.225 0.180 -0.338
C -2.8762 1.0817 -7.5889 0.403 0.120 0.054
C -3.6322 0.7608 -6.3186 -0.065 -0.961 0.908
C -2.7220 0.1579 -5.2066 -0.410 -0.342 -0.470
O -2.2769 -1.1671 -5.5987 -0.087 0.790 -1.107
C -1.3320 -1.6613 -4.7169 0.138 0.197 0.965
N -4.4542 1.9201 -5.8388 1.292 -1.079 -0.344
H -2.0729 1.7999 -7.4245 -0.205 0.358 0.120
H -3.5678 1.4677 -8.3377 0.108 0.041 -0.063
H -2.3648 0.2093 -7.9957 -0.296 -0.219 0.027
H -4.2554 -0.1089 -6.5268 -0.470 -0.029 -0.303
H -3.2524 -0.0529 -4.2780 -0.468 0.586 0.240
H -1.9133 0.8567 -4.9927 0.561 -0.131 -0.010
H -0.9557 -2.6691 -4.8926 -0.297 0.046 -0.895
H -1.7846 -1.7355 -3.7281 -0.031 0.158 0.629
H -0.4802 -0.9847 -4.6486 0.288 0.090 0.071
H -4.9274 1.6366 -4.9928 -0.332 -0.041 0.113
H -5.1652 2.0239 -6.5486 -0.222 0.377 0.008
```
Forces are in eV/Å.

Mulliken population analysis, charges in e, atoms 1 to 8:
1. Ag 0.432
2. C -2.153
3. C 0.816
4. C 0.104
5. C 0.145
6. C -0.619
7. C 2.456
8. N 2.052

---

# 2
This record from the Open Molecules 2025 dataset describes a structure of composition C5H5NSn at a distorted geometry. The level of theory is ωB97M-V with the def2-TZVPD basis set.

Output
ΔE to the lowest compared entry with this formula, charge and spin ... 13.91 kJ/mol
LUMO ... -12.12 eV
Kohn-Sham gap ... 5.64 eV
F_max ... 2.3 eV Å⁻¹
Total charge ... +2

XYZ file:
```
12
Properties=species:S:1:pos:R:3:forces:R:3
Sn -1.0517 -28.2881 -7.5605 0.873 0.580 1.996
N 0.1923 -27.6242 -5.1969 0.233 -0.943 -1.513
C 1.2238 -26.7893 -5.4108 0.587 1.100 -1.287
C 2.3629 -26.6934 -4.6479 0.128 -1.447 0.731
C 2.4787 -27.5923 -3.5863 0.008 0.107 -0.398
C 1.4607 -28.5188 -3.3661 0.605 0.175 -0.249
C 0.3656 -28.5329 -4.2080 -0.889 0.190 0.842
H 1.2476 -26.1561 -6.2948 -0.650 0.009 -0.035
H 3.2466 -26.1484 -4.9465 -0.378 0.575 -0.086
H 3.4004 -27.6118 -3.0195 -0.122 -0.059 0.210
H 1.6183 -29.2643 -2.5995 -0.469 -0.047 0.065
H -0.4785 -29.1667 -3.9652 0.072 -0.240 -0.275
```
Forces are in eV/Å.

natural (NBO) population analysis, charges in e, atoms 1 to 8:
1. Sn 1.796
2. N -0.621
3. C 0.022
4. C -0.217
5. C -0.055
6. C -0.216
7. C 0.029
8. H 0.213